No. 1
{"formula": "C4H8N2O", "method": "wB97M-V/def2-TZVPD", "species": ["O", "C", "N", "C", "C", "C", "N", "H", "H", "H", "H", "H", "H", "H", "H"], "positions_angstrom": [[-2.612894, -1.154550, 0.009975], [-1.494862, -0.670607, 0.047638], [-1.302584, 0.713640, -0.031854], [-0.059971, 1.345601, -0.125186], [1.030358, 0.560959, 0.555937], [0.989927, -0.888143, 0.058426], [-0.357872, -1.412857, 0.219572], [-2.168017, 1.219405, -0.136235], [0.480844, 1.360063, -1.538582], [0.133125, 2.185004, -0.821281], [0.918465, 0.562556, 1.650818], [1.985834, 1.019826, 0.307017], [1.676953, -1.525289, 0.625085], [1.296166, -0.906206, -0.996819], [-0.515473, -2.409400, 0.175490]], "forces_ev_per_a": [[0.298, 0.148, 0.051], [-0.004, 0.202, -0.044], [-0.193, -0.030, -0.253], [1.007, -0.784, -2.515], [0.229, 0.174, -0.155], [0.174, 0.061, 0.016], [-0.184, 0.033, -0.051], [0.104, 0.035, -0.005], [-0.530, -1.667, 1.100], [-0.781, 1.472, 1.939], [-0.171, 0.167, -0.278], [0.129, -0.123, 0.061], [-0.092, 0.114, -0.019], [-0.007, 0.000, 0.162], [0.021, 0.198, -0.009]], "nbo_charge": [-0.64, 0.79, -0.65, -0.15, -0.45, -0.21, -0.64, 0.42, 0.03, 0.27, 0.22, 0.23, 0.20, 0.19, 0.41], "spin_multiplicity": 1, "e_tot_ha": -341.88992, "e_above_lowest_kcal_mol": 71.4}

No. 2
{"formula": "C3H6N2OS", "method": "wB97M-V/def2-TZVPD", "species": ["C", "C", "C", "N", "N", "O", "S", "H", "H", "H", "H", "H", "H"], "positions_angstrom": [[-0.934784, 0.966746, 0.029828], [0.480814, 1.495105, -0.157269], [1.552563, -1.024732, -0.436777], [-0.653352, -0.046073, 0.836944], [-1.354526, -1.228736, 0.996897], [-2.007920, 1.316179, -0.366545], [1.153953, 0.043691, 0.717405], [0.706830, 1.635964, -1.265798], [0.714291, 2.438024, 0.213932], [2.149240, -1.830694, -0.259548], [1.342369, -0.976933, -1.577147], [-0.851011, -1.838358, 0.384936], [-2.298466, -0.950180, 0.883148]], "forces_ev_per_a": [[0.271, 0.961, -0.223], [-1.245, -0.630, -3.101], [-1.395, -1.459, -6.700], [-1.124, -0.679, 0.407], [1.213, 0.596, 1.458], [-1.139, 0.472, -0.690], [3.700, 3.405, 4.369], [-0.018, -0.896, 1.272], [0.458, 1.406, 1.426], [1.426, -2.048, 1.165], [0.254, 0.646, 2.077], [-1.158, -1.012, -0.763], [-1.243, -0.759, -0.697]], "mulliken_spin": [0.03, 0.05, 0.89, 0.28, 0.01, 0.02, 0.66, 0.00, 0.01, 0.03, 0.02, 0.00, 0.00], "spin_multiplicity": 3, "e_tot_ha": -700.58410, "e_above_lowest_kcal_mol": 77.5}